# 1
Here is a molecular structure, C23H14F5MoNO2S3 from the OMol25 dataset. Energies are from wB97M-V/def2-TZVPD.

For the LUMO energy (spin up / spin down), the calculation gives -0.0372 / -0.0252 hartree. Its HOMO energy (spin up / spin down) is -7.93 / -8.26 eV. As for the max |F|: 0.0121 hartree/bohr. For the energy relative to the best compared isomer or geometry (same formula, charge and spin), the calculation gives 0.0 kcal per mole. The expectation value of S² is 2.027. As for the orbital gap (spin up / spin down): 6.92 / 7.58 eV. The spin multiplicity is 3.

```
49
Properties=species:S:1:pos:R:3:forces:R:3:mulliken_charge:R:1
Mo 0.395564 0.200515 -0.172297 0.0 0.0 -0.1 0.61
F 2.331591 0.192878 6.394045 0.0 0.0 0.0 -0.30
C 2.417961 0.150931 5.067114 0.0 0.0 0.0 0.72
C 1.274305 0.143596 4.290984 0.0 0.0 0.0 -0.46
F 0.067851 0.173293 4.851938 0.0 0.0 0.0 -0.29
C 1.417260 0.102127 2.919309 -0.1 0.0 0.0 -0.05
F 0.264546 0.081089 2.168904 0.0 0.0 0.0 -0.02
C 2.623908 0.060081 2.251606 0.1 0.0 -0.1 0.73
S 2.736878 -0.031820 0.506656 0.0 0.0 0.2 -0.37
C 3.753337 0.067348 3.068266 0.0 0.0 0.0 0.22
F 4.966322 0.025514 2.519168 0.0 0.0 0.0 -0.32
C 3.658731 0.113118 4.446821 0.0 0.0 0.0 0.15
F 4.759345 0.118660 5.193061 0.0 0.0 0.0 -0.28
O -0.048734 0.418953 -4.169465 -0.1 0.0 -0.3 -0.61
C 0.182491 0.988722 -3.134778 0.2 -0.3 0.5 0.57
O 0.580415 0.262913 -2.075542 -0.1 0.1 -0.2 -0.50
C 0.108401 2.466767 -2.983564 -0.1 0.1 -0.1 0.36
C 0.037215 3.170929 -4.190257 0.0 0.0 0.0 -0.67
C -0.025087 4.547526 -4.218705 0.0 0.0 0.0 -0.61
C -0.027147 5.249824 -3.018198 0.0 0.0 0.0 -0.50
C 0.031208 4.571371 -1.818564 0.0 0.0 0.0 -0.89
C 0.100559 3.174080 -1.775670 0.0 0.0 -0.1 0.84
S 0.133348 2.508906 -0.140810 0.0 0.0 0.2 -0.40
H 0.034386 2.595270 -5.105547 0.0 0.0 0.0 0.46
H -0.072361 5.071098 -5.163789 0.0 0.0 0.0 0.39
H -0.076606 6.331123 -3.016872 0.0 0.0 0.0 0.37
H 0.022426 5.117354 -0.884337 0.0 0.0 0.0 0.44
C -1.650760 -0.426574 0.133756 0.0 0.0 0.0 -1.67
C -2.181738 -1.581633 -0.641057 0.0 -0.1 0.0 1.20
C -2.342555 -1.502222 -2.025528 0.0 0.0 0.0 -0.29
C -2.787180 -2.591282 -2.758125 0.0 0.0 0.0 -0.73
C -3.078338 -3.791554 -2.123413 0.0 0.0 0.0 -0.49
C -2.934431 -3.883417 -0.745673 0.0 0.0 0.0 -0.70
C -2.496479 -2.788120 -0.015057 0.0 0.0 0.0 -0.30
H -1.842665 -0.535408 1.204026 0.0 0.0 0.0 0.46
H -2.133215 0.502472 -0.193224 0.0 0.0 0.0 0.68
H -2.103627 -0.580374 -2.545230 0.0 0.0 0.0 0.31
H -2.900082 -2.500289 -3.831100 0.0 0.0 0.0 0.43
H -3.423364 -4.643352 -2.695224 0.0 0.0 0.0 0.40
H -3.172307 -4.808395 -0.234765 0.0 0.0 0.0 0.41
H -2.399904 -2.866653 1.062978 0.0 0.0 0.0 0.40
S 0.867223 -4.537737 0.198325 -0.1 -0.1 0.0 -0.17
C 0.783379 -4.046690 -1.434820 0.1 0.1 0.0 -0.20
C 0.678541 -2.697647 -1.506975 -0.1 -0.1 0.0 -0.91
N 0.630852 -2.071363 -0.284519 0.0 0.1 -0.1 0.79
C 0.707919 -2.927672 0.696156 0.1 0.0 0.0 -0.44
H 0.822116 -4.753247 -2.245468 0.0 0.0 0.0 0.47
H 0.606698 -2.099747 -2.402734 0.0 0.0 0.0 0.36
H 0.685204 -2.647862 1.738794 0.0 0.0 0.0 0.39
```
Forces are in eV/Å.

***

# 2
Here is a single C23H14N2O4S2 molecule at a distorted geometry from the OMol25 dataset. Energies are from wB97M-V/def2-TZVPD.

For the LUMO energy, the calculation gives -0.0341 hartree. Its HOMO energy is -8.48 eV. As for the max |F|: 0.0269 hartree/bohr. The structure (SMILES) is O=C(Nc1nc(-c2ccccc2)cs1)c1ccc2c(c1)S(=O)(=O)c1ccccc1C2=O. As for the orbital gap: 7.55 eV.

```
45
Properties=species:S:1:pos:R:3:forces:R:3:mulliken_charge:R:1
O -3.837999 -4.034094 -0.156238 0.1 -0.1 -0.1 -0.61
C -3.405333 -2.910955 -0.088721 0.0 0.1 0.0 -0.40
N -4.212893 -1.874801 0.324281 -0.6 -0.5 0.2 -0.06
C -3.897069 -0.546080 0.395363 -0.6 1.2 0.2 0.49
N -2.742277 -0.028409 0.197643 0.3 -0.4 0.0 -0.14
C -2.758864 1.332394 0.308042 -1.0 0.5 0.2 -0.39
C -1.523544 2.087156 0.124324 0.3 0.2 -0.1 0.70
C -1.547131 3.389120 -0.371847 0.0 -0.2 0.1 -0.80
C -0.369216 4.092618 -0.536657 0.0 0.1 0.0 -0.52
C 0.842331 3.508254 -0.205289 0.0 0.0 0.0 -0.80
C 0.871785 2.215560 0.291825 0.1 0.0 0.0 0.10
C -0.301806 1.503436 0.453406 -0.1 0.1 0.0 -0.15
C -3.983135 1.857539 0.605793 0.2 -0.2 -0.1 -0.60
S -5.170401 0.620306 0.759986 0.6 -0.4 -0.2 -0.25
C -2.006055 -2.522278 -0.442223 0.7 -0.4 -0.2 0.19
C -1.653911 -2.320934 -1.772686 -0.1 -0.1 0.2 -0.29
C -0.360379 -1.967536 -2.100505 0.2 0.0 0.2 -1.38
C 0.611064 -1.809579 -1.109333 -0.5 -0.2 -0.3 0.86
C 0.246667 -2.048107 0.210465 0.5 0.2 0.2 -0.03
C -1.038994 -2.410192 0.549715 -0.1 -0.1 0.0 0.06
S 1.464919 -1.952861 1.518708 0.1 -0.2 0.0 1.50
O 0.868354 -1.342508 2.674906 -0.1 0.3 -0.1 -0.64
O 2.063343 -3.248724 1.681643 0.1 0.0 -0.2 -0.74
C 2.699907 -0.850728 0.840038 -0.5 -0.3 -0.2 0.20
C 3.540018 -0.193057 1.716972 0.0 0.0 0.2 -0.55
C 4.548947 0.621043 1.225878 -0.1 -0.1 0.0 -0.55
C 4.715707 0.757809 -0.144832 0.0 0.0 0.0 -0.64
C 3.875642 0.092325 -1.017336 -0.2 -0.2 0.0 -0.70
C 2.846739 -0.722105 -0.535883 0.5 0.3 -0.1 0.71
C 1.967718 -1.382071 -1.535022 0.1 -0.1 -0.3 0.09
O 2.324827 -1.504876 -2.688915 -0.1 0.1 0.3 -0.62
H -5.166328 -2.132782 0.554462 0.2 -0.1 -0.1 0.27
H -2.488998 3.842792 -0.642116 -0.1 0.0 -0.1 0.41
H -0.395584 5.099919 -0.925245 0.0 0.1 0.0 0.38
H 1.761950 4.059838 -0.332043 0.1 0.0 0.0 0.41
H 1.814401 1.764915 0.563322 0.1 0.0 0.0 0.32
H -0.287674 0.502627 0.857564 0.0 -0.1 0.0 0.46
H -4.251733 2.880317 0.770427 0.0 0.3 0.1 0.46
H -2.398032 -2.435386 -2.546325 -0.1 0.0 -0.1 0.48
H -0.073607 -1.799510 -3.127908 0.0 0.0 0.0 0.49
H -1.272760 -2.579900 1.589160 -0.1 0.0 0.1 0.47
H 3.380886 -0.325362 2.775617 0.1 0.1 0.2 0.50
H 5.202538 1.142273 1.908479 0.0 0.0 0.1 0.42
H 5.504262 1.384980 -0.532355 0.1 0.1 0.0 0.43
H 3.991714 0.187611 -2.086541 0.0 0.0 -0.1 0.49
```
Forces are in eV/Å.

***

# 3
Here is a molecular structure, C23H14N2O7RuS at a distorted geometry from the OMol25 dataset. Energies are from wB97M-V/def2-TZVPD.

For the LUMO energy (spin up / spin down), the calculation gives 0.0723 / 0.0350 hartree. Its HOMO energy (spin up / spin down) is -4.61 / -4.59 eV. Its net charge is -1. As for the max |F|: 0.0375 hartree/bohr. For the energy relative to the best compared isomer or geometry (same formula, charge and spin), the calculation gives 69.8 kcal per mole. The expectation value of S² is 0.772. As for the orbital gap (spin up / spin down): 6.57 / 5.54 eV. The spin multiplicity is 2.

```
48
Properties=species:S:1:pos:R:3:forces:R:3:mulliken_charge:R:1
Ru 0.255496 -0.093217 -0.563020 0.1 1.4 1.3 0.34
O 2.575345 5.107324 1.610246 0.1 0.1 -0.1 -0.54
C 2.136338 3.891523 1.201257 -0.1 -0.4 -0.1 1.21
C 1.364742 3.065345 2.014960 0.0 0.2 0.0 -0.31
C 0.960900 1.843931 1.519998 0.0 -0.3 0.2 -0.18
N 1.289989 1.450110 0.293813 -0.3 0.4 -0.3 -0.24
C 2.042987 2.220642 -0.490806 0.0 -0.1 -0.2 0.00
C 2.495894 3.451092 -0.070861 0.1 0.2 0.1 -0.48
C 2.370577 1.587880 -1.849135 -0.1 0.1 0.1 0.47
O 3.160424 2.157741 -2.587966 0.0 0.0 0.1 -0.73
O 1.787493 0.462236 -2.047006 -0.8 -0.3 -0.3 -0.52
C 0.218232 0.774453 2.339457 0.1 0.1 0.0 0.24
O -0.102523 1.037565 3.490112 0.1 0.0 -0.1 -0.74
O 0.082439 -0.332806 1.709635 -0.5 -0.1 -0.4 -0.61
H 2.253866 5.279345 2.500130 0.0 0.0 0.1 0.29
H 1.061844 3.352555 3.014720 0.0 -0.1 0.0 0.42
H 3.111809 4.055728 -0.721219 0.0 0.0 0.0 0.53
O -3.382695 0.775226 -2.374857 0.0 -0.1 -0.1 -0.73
C -2.312990 0.385642 -1.927512 0.0 0.1 -0.1 0.24
O -1.558285 0.998875 -1.093716 1.2 -0.5 0.4 -0.51
C -1.760768 -0.953171 -2.391724 0.2 0.0 0.8 0.36
C -2.128448 -1.548682 -3.599265 -0.3 -0.6 -0.4 -0.61
C -1.507685 -2.700913 -4.002539 -0.2 0.3 0.0 -0.92
C -0.470596 -3.245018 -3.215473 0.1 0.2 0.5 1.17
C 0.280238 -4.379910 -3.580169 0.2 -0.2 0.0 -0.75
C 1.304154 -4.827065 -2.785663 -0.2 -0.1 -0.4 -0.52
C 1.625511 -4.160675 -1.594154 -0.1 0.3 0.3 -0.72
C 0.903058 -3.062869 -1.198529 0.2 -0.2 0.0 -0.48
C -0.148794 -2.581802 -2.002673 -0.5 -0.5 -0.2 0.29
N -0.834059 -1.467899 -1.597020 1.0 0.1 -1.5 0.47
H -2.900563 -1.081081 -4.193674 0.0 0.1 0.1 0.53
H -1.794569 -3.191608 -4.924708 0.1 0.0 -0.1 0.39
H 0.059201 -4.875182 -4.518501 -0.1 0.0 0.0 0.38
H 1.865928 -5.704633 -3.079157 0.0 0.0 0.0 0.38
H 2.451696 -4.508570 -0.988535 0.0 0.0 0.0 0.41
H 1.124431 -2.554526 -0.263498 0.0 -0.1 0.0 0.48
S -2.492632 -1.281095 1.234642 -0.3 -0.2 0.0 0.04
C -3.217992 -2.813164 1.581405 0.1 0.3 0.1 0.17
C -3.118223 -3.889007 0.686334 0.0 -0.1 0.0 -0.14
C -3.743539 -5.089895 0.968956 0.0 -0.1 -0.1 -0.62
C -4.468536 -5.249943 2.144298 0.0 0.1 0.0 -0.35
C -4.567326 -4.193012 3.043270 0.0 0.0 0.1 -0.50
C -3.949617 -2.987088 2.768674 0.0 -0.1 0.0 -0.42
H -2.553558 -3.757919 -0.228186 0.0 0.0 0.0 0.35
H -3.667783 -5.913612 0.269202 0.0 0.0 0.0 0.37
H -4.952149 -6.194101 2.360787 0.0 0.0 0.0 0.36
H -5.132842 -4.313848 3.959221 0.0 0.0 0.0 0.33
H -4.015828 -2.155403 3.456891 0.0 0.0 0.0 0.41
```
Forces are in eV/Å.

***

# 4
Here is a molecular structure, C23H15BrIN3O2SW from the OMol25 dataset. Energies are from wB97M-V/def2-TZVPD.

For the LUMO energy (spin up / spin down), the calculation gives -0.2881 / -0.2888 hartree. Its HOMO energy (spin up / spin down) is -14.62 / -14.75 eV. Its net charge is +2. As for the max |F|: 0.0080 hartree/bohr. For the energy relative to the best compared isomer or geometry (same formula, charge and spin), the calculation gives 0.0 kcal per mole. The expectation value of S² is 2.017. As for the orbital gap (spin up / spin down): 6.78 / 6.89 eV. The spin multiplicity is 3.

```
47
Properties=species:S:1:pos:R:3:forces:R:3:mulliken_charge:R:1
W 0.086630 -0.609279 0.422904 0.1 -0.2 -0.1 1.28
I -0.932278 -2.944800 -0.608119 0.3 0.0 -0.1 0.12
C 0.956836 -3.392256 -1.461460 -0.3 0.0 0.1 0.98
C 1.101188 -4.563895 -2.142865 0.1 0.0 0.0 -0.66
C 2.356286 -4.852906 -2.715687 0.0 0.0 0.0 -0.64
C 3.385152 -3.965497 -2.582058 0.0 0.0 0.0 -0.95
C 3.218366 -2.753151 -1.870394 0.0 0.0 0.0 0.75
C 4.287670 -1.836199 -1.741207 0.0 0.0 0.0 -0.63
C 4.141944 -0.660337 -1.052883 0.0 0.0 0.0 -1.42
C 2.914685 -0.362440 -0.449028 0.0 0.1 0.0 -0.19
C 1.805766 -1.207753 -0.542893 -0.2 0.0 0.1 0.08
C 1.969137 -2.437357 -1.275016 0.0 0.0 0.0 0.57
H 0.284102 -5.264410 -2.250715 0.0 0.0 0.0 0.41
H 2.488600 -5.778527 -3.257820 0.0 0.0 0.0 0.42
H 4.350465 -4.180045 -3.022037 0.0 0.0 0.0 0.44
H 5.237992 -2.082785 -2.198977 0.0 0.0 0.0 0.45
H 4.968827 0.029405 -0.958131 0.0 0.0 0.0 0.46
H 2.862014 0.574745 0.096484 0.0 0.0 0.0 0.41
Br -2.305042 4.428640 3.812304 0.0 0.0 0.0 -0.04
C -1.185969 3.172876 3.005281 -0.1 0.0 0.1 -0.04
C -0.563601 3.489524 1.783890 0.1 0.0 0.0 -0.37
N 0.249748 2.654524 1.164420 0.0 0.1 0.0 -0.40
C 0.441851 1.462731 1.728954 -0.1 -0.1 0.0 -0.98
C -0.152548 1.042504 2.916562 0.1 0.0 -0.2 0.35
C -0.980008 1.933420 3.584860 0.0 0.0 0.0 -0.56
C 0.026027 -0.385627 3.351339 -0.1 0.4 0.1 0.46
O 0.055298 -0.768455 4.467914 0.0 -0.1 -0.1 -0.45
O 0.079654 -1.197831 2.249374 0.0 -0.1 -0.1 -0.71
H -0.721802 4.457543 1.324410 0.0 0.0 0.0 0.45
H 1.296941 0.887089 1.297259 0.1 0.1 0.1 1.08
H -1.451793 1.651053 4.517410 0.0 0.0 0.0 0.60
N 0.483931 1.509452 -2.329029 0.0 0.1 0.0 -0.27
C -0.680754 1.559375 -1.692982 0.0 0.0 0.0 0.84
N -1.059858 0.664541 -0.775864 0.0 -0.1 0.2 0.04
C -2.333970 0.975934 -0.249581 -0.1 0.1 0.0 -0.11
C -3.005268 0.270649 0.741374 0.1 0.0 -0.1 -0.39
C -4.229921 0.751861 1.175033 -0.1 0.0 0.1 -1.01
C -4.782486 1.909018 0.628873 0.1 0.0 0.0 -0.65
C -4.119675 2.610753 -0.367099 0.0 0.0 0.0 -0.51
C -2.890576 2.128209 -0.789098 0.0 0.1 0.0 0.92
S -1.833456 2.799634 -2.010656 0.0 0.0 0.0 -0.21
H 1.117632 0.734143 -2.203429 0.0 0.0 0.0 0.07
H 0.726879 2.217358 -3.003146 0.0 0.0 0.0 0.25
H -2.601369 -0.647655 1.165578 -0.1 0.0 0.0 0.38
H -4.771760 0.215142 1.941846 0.0 0.0 0.0 0.47
H -5.743943 2.258110 0.977916 0.0 0.0 0.0 0.46
H -4.547542 3.502955 -0.803788 0.0 0.0 0.0 0.47
```
Forces are in eV/Å.

***

# 5
Here is a molecular structure, C23H16Br2N2O5PtSe from the OMol25 dataset. Energies are from wB97M-V/def2-TZVPD.

For the LUMO energy, the calculation gives -0.0657 hartree. Its HOMO energy is -8.54 eV. As for the max |F|: 0.0080 hartree/bohr. For the energy relative to the best compared isomer or geometry (same formula, charge and spin), the calculation gives 4.4 kcal per mole. As for the orbital gap: 6.75 eV.

```
50
Properties=species:S:1:pos:R:3:forces:R:3:mulliken_charge:R:1
Pt -0.413657 -1.678519 -0.212875 -0.3 -0.2 0.1 2.36
C -2.892061 -1.430026 2.016656 0.0 0.0 0.0 -1.36
C -1.510855 -1.397066 2.579790 0.0 0.0 0.1 1.13
C -1.303603 -1.209134 3.967778 0.0 0.0 0.0 -0.93
C -0.050687 -1.141829 4.496454 0.0 0.0 0.0 -0.78
C 1.077613 -1.320794 3.664017 0.0 0.0 0.1 0.73
C 2.429838 -1.330258 4.079064 0.0 0.0 0.0 -0.16
Br 2.866815 -1.017063 5.891674 0.0 0.0 0.0 -0.21
C 3.428602 -1.573843 3.179371 0.0 0.0 0.0 -0.40
C 3.137420 -1.833745 1.828794 0.0 0.0 0.0 -0.23
Br 4.534408 -2.200190 0.627402 0.0 0.0 0.0 -0.14
C 1.840003 -1.839768 1.366164 0.0 0.0 -0.1 0.27
O 1.493725 -2.131939 0.123582 0.2 0.1 0.2 -0.90
C 0.822472 -1.543456 2.306623 -0.1 -0.1 -0.1 0.76
N -0.456503 -1.536720 1.802904 0.2 0.0 0.0 -0.32
H -3.615014 -1.402470 2.828179 0.0 0.0 0.0 0.44
H -3.049986 -2.329590 1.420309 0.0 0.0 0.0 0.26
H -3.060504 -0.583997 1.351640 0.0 0.0 0.0 0.22
H -2.175597 -1.099493 4.596223 0.0 0.0 0.0 0.38
H 0.091622 -0.969399 5.554565 0.0 0.0 0.0 0.36
H 4.460538 -1.580651 3.500655 0.0 0.0 0.0 0.43
N -0.019447 0.265213 0.146248 -0.3 -0.1 -0.3 -0.74
C 0.062026 0.958666 -0.913330 0.2 0.1 0.0 0.28
C 0.140741 2.436281 -0.714270 0.0 0.0 0.1 0.08
C 0.987555 3.202896 -1.509296 0.0 0.0 -0.1 -0.22
C 1.074062 4.570805 -1.308455 0.0 0.0 0.0 -0.69
C 0.304356 5.179246 -0.325614 0.0 0.0 0.0 -0.43
C -0.550328 4.418339 0.459622 0.0 0.0 0.0 -0.65
C -0.629709 3.047753 0.270169 0.0 0.0 0.0 -0.39
C 0.105209 0.437766 -2.302868 0.0 -0.1 -0.1 0.34
C -0.788178 0.940423 -3.247106 -0.1 0.0 0.0 -0.32
C -0.791907 0.431326 -4.532286 0.0 0.0 0.0 -0.73
C 0.113497 -0.561282 -4.889918 0.0 0.0 0.0 -0.46
C 1.024422 -1.039317 -3.962274 0.0 0.0 0.0 -0.73
C 1.021263 -0.545729 -2.666155 0.2 0.1 0.0 -0.18
H 1.577233 2.723995 -2.281094 0.0 0.0 0.0 0.44
H 1.739194 5.164119 -1.921764 0.0 0.0 0.0 0.40
H 0.367170 6.249250 -0.176003 0.0 0.0 0.0 0.39
H -1.158782 4.894186 1.217438 0.0 0.0 0.0 0.40
H -1.293440 2.440638 0.871463 0.0 0.0 0.0 0.42
H -1.497128 1.707072 -2.959926 0.0 0.0 0.0 0.51
H -1.506111 0.801480 -5.255198 0.0 0.0 0.0 0.40
H 0.104103 -0.963183 -5.894352 0.0 0.0 0.0 0.39
H 1.731977 -1.809656 -4.237859 0.0 0.0 0.0 0.44
H 1.740903 -0.915769 -1.944378 0.0 0.0 0.0 0.59
O -3.179401 -3.827111 -1.093228 0.0 0.0 -0.1 -0.63
Se -2.427763 -2.650823 -1.869540 -0.1 0.1 0.0 1.23
O -2.902282 -2.230750 -3.327312 0.0 0.0 0.0 -0.59
O -0.715504 -2.894192 -1.778316 0.2 0.1 0.0 -0.70
O -2.288321 -1.281690 -0.823369 -0.1 -0.1 0.1 -0.77
```
Forces are in eV/Å.